No. 1
{"formula": "C41H62BBrN13O2", "method": "ωB97M-V/def2-TZVPD", "charge": 1, "e_above_lowest_kj_mol": 135.50, "elements": ["C", "O", "C", "C", "C", "C", "C", "C", "C", "C", "C", "C", "N", "C", "N", "C", "C", "N", "N", "N", "B", "O", "N", "C", "C", "N", "Br", "N", "H", "H", "H", "H", "H", "H", "H", "H", "H", "H", "H", "H", "H", "H", "H", "H", "H", "H", "H", "H", "H", "H", "H", "H", "H", "H", "H", "H", "H", "H", "H", "H", "H", "H", "H", "H", "H", "N", "C", "C", "C", "C", "C", "H", "H", "H", "H", "H", "N", "C", "C", "C", "C", "C", "H", "H", "H", "H", "H", "N", "C", "C", "C", "C", "C", "H", "H", "H", "H", "H", "N", "C", "C", "C", "C", "C", "H", "H", "H", "H", "H", "N", "C", "C", "C", "C", "C", "H", "H", "H", "H", "H"], "coordinates": [[0.132, 0.369, 3.271], [-0.814, 1.161, 2.573], [-1.952, 0.425, 2.161], [-3.076, 0.418, 3.226], [-4.455, -0.028, 2.644], [-5.605, 0.924, 3.064], [-6.164, 1.818, 1.895], [-5.923, 3.294, 2.283], [-6.800, 4.340, 1.554], [-6.110, 5.729, 1.433], [-5.734, 6.404, 2.786], [-4.417, 5.919, 3.322], [-3.213, 6.185, 2.908], [-2.399, 5.433, 3.705], [-1.099, 5.437, 3.505], [-0.144, 4.636, 4.273], [1.327, 4.838, 3.962], [1.724, 4.371, 2.630], [1.862, 6.175, 4.229], [2.047, 3.950, 4.961], [-0.747, 6.347, 2.319], [-0.206, 7.592, 2.581], [-1.028, 5.939, 0.938], [0.209, 5.513, 0.220], [-1.533, 7.150, 0.235], [-3.132, 4.759, 4.590], [-2.766, 3.577, 5.950], [-4.432, 5.076, 4.340], [1.150, 0.654, 2.958], [0.070, 0.576, 4.354], [0.038, -0.708, 3.088], [-1.716, -0.622, 1.921], [-2.395, 0.896, 1.271], [-2.771, -0.309, 3.995], [-3.136, 1.385, 3.744], [-4.650, -1.016, 3.081], [-4.392, -0.186, 1.559], [-6.422, 0.409, 3.585], [-5.173, 1.598, 3.819], [-7.210, 1.596, 1.670], [-5.520, 1.606, 1.033], [-6.144, 3.400, 3.352], [-4.857, 3.505, 2.101], [-7.101, 4.012, 0.553], [-7.689, 4.496, 2.184], [-5.230, 5.631, 0.786], [-6.844, 6.383, 0.945], [-6.534, 6.373, 3.534], [-5.584, 7.468, 2.553], [-0.403, 3.570, 4.165], [-0.283, 4.851, 5.342], [2.657, 4.748, 2.489], [1.719, 3.359, 2.589], [2.429, 6.120, 5.071], [1.078, 6.764, 4.508], [2.955, 3.791, 4.525], [1.603, 3.031, 4.903], [0.766, 7.577, 2.563], [0.110, 5.855, -0.819], [1.082, 6.023, 0.648], [0.329, 4.430, 0.169], [-2.277, 7.644, 0.865], [-0.694, 7.822, -0.004], [-1.996, 6.892, -0.727], [-5.258, 4.742, 4.811], [-1.803, -3.948, 2.880], [-1.169, -4.579, 3.871], [0.027, -5.262, 3.710], [0.598, -5.295, 2.448], [-0.043, -4.649, 1.403], [-1.233, -3.993, 1.673], [-1.655, -4.529, 4.839], [0.498, -5.754, 4.550], [1.531, -5.818, 2.279], [0.373, -4.653, 0.404], [-1.771, -3.469, 0.888], [2.856, -3.888, -0.790], [3.122, -4.003, -2.093], [3.295, -2.924, -2.946], [3.184, -1.649, -2.422], [2.907, -1.503, -1.073], [2.754, -2.647, -0.305], [3.198, -5.020, -2.462], [3.511, -3.079, -3.994], [3.312, -0.780, -3.057], [2.811, -0.523, -0.624], [2.539, -2.581, 0.758], [5.378, -1.587, -5.622], [6.025, -2.212, -4.637], [7.222, -2.889, -4.807], [7.780, -2.924, -6.074], [7.125, -2.283, -7.113], [5.933, -1.630, -6.834], [5.550, -2.158, -3.667], [7.703, -3.377, -3.969], [8.714, -3.443, -6.251], [7.527, -2.287, -8.118], [5.387, -1.113, -7.616], [5.694, -2.708, -10.511], [5.164, -3.661, -9.744], [4.304, -4.641, -10.214], [3.972, -4.630, -11.559], [4.511, -3.648, -12.374], [5.364, -2.716, -11.802], [5.449, -3.626, -8.699], [3.906, -5.391, -9.545], [3.303, -5.377, -11.967], [4.277, -3.605, -13.429], [5.812, -1.931, -12.402], [0.448, -9.448, 1.671], [0.386, -10.550, 0.924], [-0.162, -10.589, -0.349], [-0.678, -9.418, -0.877], [-0.625, -8.261, -0.117], [-0.053, -8.330, 1.143], [0.799, -11.444, 1.379], [-0.184, -11.513, -0.911], [-1.116, -9.406, -1.868], [-1.018, -7.325, -0.493], [0.014, -7.452, 1.772]]}


No. 2
{"formula": "C52H82BrF14IN3O15S", "method": "ωB97M-V/def2-TZVPD", "charge": 1, "energy_ev": -217452.9794, "elements": ["C", "C", "O", "N", "C", "C", "C", "C", "C", "C", "N", "C", "F", "F", "C", "C", "C", "C", "C", "C", "F", "F", "F", "C", "C", "C", "C", "C", "C", "C", "F", "F", "C", "F", "F", "S", "F", "F", "F", "F", "F", "C", "Br", "N", "I", "H", "H", "H", "H", "H", "H", "H", "H", "H", "H", "H", "H", "H", "H", "H", "H", "H", "H", "H", "H", "H", "H", "H", "H", "H", "H", "O", "C", "O", "C", "C", "C", "H", "H", "H", "H", "H", "H", "H", "H", "O", "C", "O", "C", "C", "C", "H", "H", "H", "H", "H", "H", "H", "H", "O", "C", "O", "C", "C", "C", "H", "H", "H", "H", "H", "H", "H", "H", "O", "C", "O", "C", "C", "C", "H", "H", "H", "H", "H", "H", "H", "H", "O", "C", "O", "C", "C", "C", "H", "H", "H", "H", "H", "H", "H", "H", "O", "C", "O", "C", "C", "C", "H", "H", "H", "H", "H", "H", "H", "H", "O", "C", "O", "C", "C", "C", "H", "H", "H", "H", "H", "H", "H", "H"], "coordinates": [[-1.269, -0.541, 3.423], [-0.772, 0.835, 3.889], [-0.621, 1.087, 5.054], [-0.469, 1.744, 2.837], [0.185, 2.948, 3.368], [-1.677, 2.064, 2.046], [-1.773, 1.281, 0.690], [-1.753, 2.293, -0.481], [-1.410, 1.679, -1.860], [-0.295, 0.650, -1.900], [-0.352, -0.450, -2.712], [-1.443, -0.813, -3.582], [-1.942, 0.276, -4.188], [-1.023, -1.621, -4.555], [-2.568, -1.507, -2.811], [-3.894, -1.072, -2.860], [-4.838, -1.810, -2.131], [-4.482, -2.933, -1.378], [-3.143, -3.366, -1.339], [-2.676, -4.586, -0.587], [-3.630, -5.063, 0.192], [-2.396, -5.561, -1.474], [-1.555, -4.388, 0.086], [-2.200, -2.631, -2.057], [0.816, -1.168, -2.555], [1.304, -2.441, -3.221], [1.699, -2.296, -4.729], [2.423, -0.987, -5.116], [3.784, -0.880, -4.370], [4.929, -0.468, -5.322], [4.502, 0.632, -5.949], [5.076, -1.501, -6.179], [6.170, -0.182, -4.426], [5.910, 0.895, -3.708], [6.258, -1.185, -3.552], [7.860, -0.044, -5.251], [7.234, 0.359, -6.663], [7.890, -1.589, -5.598], [8.554, -0.388, -3.841], [7.946, 1.503, -4.831], [9.293, 0.108, -5.903], [1.606, -0.539, -1.613], [3.280, -1.004, -0.882], [0.862, 0.607, -1.268], [1.663, 1.940, 0.065], [-1.237, -1.260, 4.243], [-2.269, -0.386, 3.000], [-0.620, -0.819, 2.583], [-0.454, 3.538, 4.036], [0.550, 3.560, 2.535], [1.042, 2.614, 3.961], [-2.592, 1.948, 2.640], [-1.613, 3.134, 1.813], [-1.016, 0.497, 0.623], [-2.748, 0.777, 0.728], [-2.748, 2.745, -0.541], [-1.027, 3.086, -0.275], [-1.183, 2.420, -2.636], [-2.314, 1.157, -2.196], [-4.181, -0.221, -3.463], [-5.891, -1.551, -2.137], [-5.207, -3.502, -0.807], [-1.164, -2.953, -2.015], [0.589, -3.269, -3.172], [2.192, -2.791, -2.690], [2.412, -3.109, -4.928], [0.860, -2.458, -5.407], [2.653, -1.075, -6.186], [1.815, -0.088, -4.987], [3.986, -1.829, -3.876], [3.701, -0.050, -3.661], [-1.761, -2.876, 5.861], [-0.964, -2.826, 6.764], [-0.098, -3.834, 6.927], [0.995, -3.789, 7.851], [0.560, -4.204, 9.241], [-0.984, -1.695, 7.762], [1.475, -2.811, 7.835], [1.731, -4.500, 7.476], [-0.191, -3.525, 9.647], [1.412, -4.219, 9.922], [0.111, -5.198, 9.217], [-1.736, -1.905, 8.523], [-1.254, -0.781, 7.237], [-0.026, -1.510, 8.243], [3.676, -1.996, 6.951], [4.335, -2.519, 7.811], [4.604, -1.854, 8.943], [5.221, -2.451, 10.090], [6.731, -2.452, 9.975], [4.939, -3.887, 7.598], [4.815, -3.448, 10.272], [4.920, -1.836, 10.936], [7.070, -3.047, 9.127], [7.182, -2.857, 10.881], [7.098, -1.437, 9.823], [5.866, -3.781, 7.036], [4.237, -4.484, 7.019], [5.134, -4.434, 8.517], [-3.129, 1.009, 11.142], [-2.944, 1.801, 10.260], [-2.135, 1.467, 9.238], [-1.983, 2.251, 8.050], [-0.953, 3.346, 8.234], [-3.532, 3.191, 10.316], [-2.946, 2.637, 7.712], [-1.639, 1.559, 7.283], [-1.253, 4.055, 9.007], [-0.807, 3.894, 7.303], [0.001, 2.918, 8.545], [-2.889, 3.822, 10.929], [-4.513, 3.126, 10.779], [-3.671, 3.654, 9.342], [8.552, -1.947, -13.105], [8.302, -1.669, -11.967], [7.651, -2.564, -11.198], [7.462, -2.409, -9.792], [6.243, -1.564, -9.482], [8.625, -0.306, -11.401], [8.367, -2.022, -9.319], [7.316, -3.415, -9.401], [6.345, -0.551, -9.873], [6.081, -1.501, -8.407], [5.357, -1.996, -9.948], [7.832, 0.388, -11.677], [9.561, 0.031, -11.840], [8.759, -0.292, -10.321], [-6.200, 0.830, -3.816], [-5.746, 1.682, -4.538], [-5.483, 2.892, -4.035], [-4.780, 3.918, -4.759], [-5.713, 4.716, -5.641], [-5.548, 1.433, -6.013], [-3.941, 3.495, -5.311], [-4.352, 4.572, -4.002], [-6.176, 4.091, -6.406], [-5.172, 5.519, -6.133], [-6.522, 5.145, -5.049], [-6.494, 1.593, -6.528], [-5.240, 0.398, -6.148], [-4.779, 2.054, -6.468], [-2.831, 5.751, -6.416], [-2.366, 6.605, -7.128], [-2.088, 7.805, -6.607], [-1.376, 8.833, -7.309], [-2.300, 9.656, -8.181], [-2.177, 6.375, -8.607], [-0.540, 8.410, -7.869], [-0.943, 9.467, -6.538], [-2.767, 9.050, -8.959], [-1.752, 10.467, -8.661], [-3.104, 10.082, -7.582], [-3.122, 6.555, -9.117], [-1.883, 5.338, -8.757], [-1.401, 6.991, -9.056], [-7.485, -3.282, 4.272], [-6.847, -3.808, 5.142], [-6.580, -3.125, 6.268], [-5.983, -3.715, 7.427], [-4.474, -3.738, 7.314], [-6.265, -5.190, 4.963], [-6.404, -4.703, 7.623], [-6.279, -3.083, 8.264], [-4.143, -4.347, 6.473], [-4.024, -4.136, 8.225], [-4.093, -2.731, 7.143], [-5.328, -5.110, 4.413], [-6.969, -5.783, 4.383], [-6.094, -5.725, 5.894]]}